{"formula": "C38H78N3O5", "method": "wB97M-V/def2-TZVPD", "species": ["C", "C", "C", "C", "C", "C", "C", "N", "C", "C", "O", "O", "C", "C", "O", "C", "C", "C", "C", "C", "C", "C", "C", "C", "C", "O", "C", "C", "C", "O", "C", "C", "H", "H", "H", "H", "H", "H", "H", "H", "H", "H", "H", "H", "H", "H", "H", "H", "H", "H", "H", "H", "H", "H", "H", "H", "H", "H", "H", "H", "H", "H", "H", "H", "H", "H", "H", "H", "H", "H", "H", "H", "H", "H", "H", "H", "H", "H", "H", "H", "C", "C", "N", "C", "C", "C", "C", "H", "H", "H", "H", "H", "H", "H", "H", "H", "H", "H", "H", "H", "H", "H", "C", "C", "N", "C", "C", "C", "C", "H", "H", "H", "H", "H", "H", "H", "H", "H", "H", "H", "H", "H", "H", "H"], "positions_angstrom": [[3.788185, -6.131249, -1.846063], [3.046297, -4.824871, -2.114532], [3.797805, -3.936854, -3.113176], [2.985898, -2.894265, -3.901310], [1.787671, -3.500305, -4.623918], [2.647857, -1.650060, -3.062818], [1.710393, -1.839655, -1.946801], [0.766077, -0.972464, -1.902056], [-0.197641, -0.962747, -0.794109], [0.335920, -0.438736, 0.520298], [-0.367002, 0.081963, 1.328076], [1.652630, -0.772407, 0.771837], [2.582743, 0.243548, 0.662768], [3.944950, -0.243991, 0.982375], [2.265907, 1.358420, 0.344193], [0.730248, -0.026959, -3.066027], [-0.442462, -0.501050, -3.951384], [-0.667167, 0.377123, -5.182125], [0.743008, 1.453842, -2.664348], [-0.313124, 2.033199, -1.704829], [-1.789041, 1.889456, -2.060914], [-2.664926, 2.630216, -1.042878], [-4.148569, 2.705497, -1.419664], [-4.726955, 1.423194, -2.007400], [-4.849557, 0.297785, -0.990133], [-5.996918, 0.463924, -0.182158], [-7.052988, -0.424169, -0.467345], [2.060706, -0.428656, -3.802255], [3.123393, 0.632892, -4.022827], [3.826569, 0.923361, -2.836009], [4.722451, 2.016559, -3.034326], [5.660282, 2.151721, -1.853811], [3.658762, -6.824412, -2.673802], [3.384975, -6.609858, -0.956196], [4.848181, -5.955608, -1.680477], [2.031753, -5.053624, -2.435141], [2.970854, -4.302875, -1.157391], [4.576942, -3.415048, -2.555308], [4.291972, -4.576354, -3.843577], [3.667669, -2.532780, -4.674883], [2.122485, -4.332849, -5.238065], [1.023118, -3.860852, -3.938593], [1.326631, -2.777697, -5.293500], [3.589177, -1.373815, -2.567759], [1.773261, -2.588383, -1.170470], [-1.078071, -0.388784, -1.048976], [-0.525985, -1.985457, -0.606087], [4.292324, -0.943405, 0.223981], [3.951137, -0.740596, 1.950394], [4.620196, 0.600173, 1.010687], [-1.360113, -0.590576, -3.377984], [-0.204869, -1.504456, -4.299912], [-1.386739, 1.166912, -4.999223], [0.255674, 0.854719, -5.509161], [-1.023431, -0.222583, -6.014595], [0.742032, 2.035720, -3.580998], [1.708764, 1.619608, -2.188892], [-0.160093, 1.681716, -0.687976], [-0.113982, 3.103882, -1.661885], [-1.987184, 2.292785, -3.053191], [-2.108277, 0.853101, -2.019256], [-2.575958, 2.082808, -0.098547], [-2.257484, 3.620018, -0.844835], [-4.716443, 2.934456, -0.517734], [-4.305698, 3.536448, -2.107322], [-5.734917, 1.639531, -2.362080], [-4.165356, 1.078201, -2.875765], [-3.982830, 0.259613, -0.322172], [-4.890639, -0.664439, -1.509941], [-7.583524, -0.144108, -1.381111], [-6.702730, -1.454593, -0.554055], [-7.758090, -0.377464, 0.357534], [1.843784, -0.763191, -4.815585], [2.674441, 1.539084, -4.437729], [3.821539, 0.255006, -4.779764], [5.298970, 1.840736, -3.944912], [4.141651, 2.934749, -3.143507], [5.926649, 1.173857, -1.460855], [5.225461, 2.752268, -1.058279], [6.582565, 2.639409, -2.160183], [5.044550, 1.804896, 3.886803], [4.231179, 2.366304, 5.042798], [3.716094, 3.692983, 4.773094], [3.203848, 4.368215, 5.953523], [1.978923, 3.769720, 6.655295], [2.916063, 3.816905, 3.566675], [1.676309, 2.921389, 3.427810], [5.843287, 2.490657, 3.601324], [5.498908, 0.856475, 4.179891], [4.421638, 1.617889, 3.012479], [4.878052, 2.432580, 5.920722], [3.437141, 1.645484, 5.299573], [2.989833, 5.405070, 5.682835], [4.023734, 4.417472, 6.676298], [1.061484, 3.936591, 6.092462], [1.849222, 4.244472, 7.629155], [2.088266, 2.698369, 6.827068], [3.567118, 3.629393, 2.707916], [2.618711, 4.863444, 3.471545], [1.889783, 1.883554, 3.693383], [1.333018, 2.927968, 2.391477], [0.847780, 3.263129, 4.045477], [-6.822223, 0.074971, 2.726396], [-6.266139, -1.102245, 3.510649], [-5.757766, -2.165573, 2.662360], [-5.510746, -3.406074, 3.377148], [-4.423906, -3.418289, 4.459623], [-4.745971, -1.771226, 1.701568], [-3.474063, -1.095699, 2.236616], [-7.572942, -0.261357, 2.011153], [-7.295089, 0.780645, 3.409906], [-6.049176, 0.617041, 2.180693], [-7.071388, -1.527476, 4.114336], [-5.511391, -0.730775, 4.222253], [-5.289247, -4.183187, 2.640128], [-6.456474, -3.702910, 3.839623], [-3.420623, -3.400563, 4.034906], [-4.506762, -4.332913, 5.049332], [-4.521965, -2.577540, 5.146482], [-5.208739, -1.093338, 0.977583], [-4.473175, -2.660927, 1.125867], [-3.706053, -0.308530, 2.954137], [-2.924995, -0.629792, 1.414606], [-2.797304, -1.802457, 2.715784]], "forces_ev_per_a": [[-0.301, 0.034, 0.088], [0.259, 0.055, 0.212], [-0.347, 0.040, 0.072], [0.043, -0.224, -0.090], [0.130, 0.147, 0.018], [0.107, 0.017, 0.357], [-0.338, 0.284, -0.115], [0.161, -0.154, 0.627], [-0.077, -0.169, -0.223], [-0.570, 0.413, 0.848], [0.542, -0.270, -0.535], [-0.032, -0.175, -0.255], [-0.102, 1.091, -0.063], [0.281, -0.011, 0.120], [0.073, -0.856, 0.064], [0.204, -0.162, -0.792], [-0.002, 0.214, -0.093], [0.102, 0.029, 0.056], [-0.172, -0.215, 0.765], [-0.217, -0.039, -0.360], [-0.041, 0.569, 0.427], [0.012, -0.577, 0.179], [0.185, 0.091, 0.057], [-0.182, 0.086, 0.072], [-0.054, -0.066, -0.304], [0.129, 0.147, 0.043], [-0.357, 0.070, -0.314], [0.379, -0.136, -0.204], [0.077, 0.104, 0.130], [-0.086, -0.067, 0.016], [0.196, -0.005, 0.285], [-0.027, 0.051, 0.078], [0.153, -0.035, -0.118], [0.025, -0.103, 0.047], [0.118, -0.015, -0.029], [-0.101, 0.016, -0.108], [-0.118, 0.080, 0.053], [0.257, -0.025, -0.126], [0.061, -0.065, -0.057], [0.025, 0.167, -0.021], [-0.052, -0.132, -0.008], [-0.090, -0.067, 0.053], [-0.073, 0.017, -0.083], [0.025, 0.187, -0.011], [0.034, -0.120, 0.009], [0.016, 0.073, -0.110], [0.016, -0.104, -0.012], [-0.063, -0.125, -0.046], [-0.033, -0.104, -0.002], [0.080, 0.119, -0.047], [-0.154, 0.066, 0.102], [0.083, -0.178, 0.161], [-0.088, 0.108, 0.056], [0.101, -0.006, -0.062], [-0.126, -0.019, -0.044], [-0.085, -0.026, -0.208], [0.084, 0.136, -0.026], [0.122, 0.007, 0.088], [0.161, 0.078, 0.070], [0.005, -0.150, -0.247], [-0.068, -0.236, -0.391], [0.066, 0.066, 0.106], [-0.059, 0.167, -0.070], [-0.081, 0.151, 0.027], [-0.028, 0.008, -0.127], [-0.069, -0.058, -0.102], [0.115, 0.041, -0.076], [0.047, 0.098, -0.010], [-0.050, -0.098, 0.012], [0.061, -0.008, -0.144], [0.053, -0.087, -0.012], [0.035, 0.025, -0.319], [-0.423, 0.059, -0.028], [-0.035, 0.079, -0.037], [0.066, -0.018, -0.035], [-0.043, -0.004, -0.153], [-0.055, 0.071, -0.240], [0.018, -0.128, 0.014], [-0.096, -0.093, 0.109], [0.036, 0.076, -0.056], [0.057, -0.073, 0.058], [-0.023, -0.093, -0.034], [-0.009, 0.043, -0.009], [0.020, 0.089, 0.151], [-0.014, 0.066, -0.007], [-0.037, -0.030, -0.161], [-0.028, 0.079, -0.053], [-0.031, 0.037, -0.009], [-0.006, -0.002, 0.000], [-0.026, 0.039, -0.014], [-0.037, 0.056, 0.037], [0.035, -0.021, 0.008], [-0.015, -0.009, -0.057], [0.023, -0.056, -0.024], [0.001, -0.044, -0.024], [0.008, 0.004, 0.003], [0.011, -0.010, -0.006], [0.023, -0.023, 0.029], [-0.016, 0.015, 0.074], [0.010, -0.004, 0.005], [0.008, 0.004, -0.007], [0.019, -0.056, 0.065], [0.039, 0.091, 0.214], [-0.021, 0.112, 0.048], [-0.032, -0.128, 0.009], [-0.064, -0.126, 0.061], [0.009, -0.062, -0.035], [0.056, 0.159, -0.223], [0.003, -0.135, -0.087], [0.103, 0.047, 0.417], [-0.015, -0.007, 0.042], [-0.072, -0.070, 0.020], [0.033, -0.075, 0.031], [-0.017, 0.006, 0.011], [0.028, 0.033, -0.039], [-0.015, 0.056, 0.015], [0.011, 0.054, -0.002], [-0.010, -0.004, -0.001], [-0.008, 0.018, -0.004], [0.129, -0.160, 0.427], [0.033, -0.094, 0.072], [0.000, 0.029, -0.004], [-0.001, 0.016, 0.017], [-0.007, 0.023, 0.078]], "e_tot_ha": -2034.897652, "total_charge": 1, "homo_lumo_gap_ev": 5.99}